(1)
{"formula": "C19H24FOSi", "method": "wB97M-V/def2-TZVPD", "charge": 1, "e_tot_ev": -32728.3617, "homo_ev": -11.7298, "lumo_energy_ev": -5.8, "elements": ["C", "C", "C", "O", "Si", "C", "C", "C", "H", "H", "H", "H", "H", "H", "H", "H", "H", "H", "H", "H", "H", "H", "F", "C", "C", "C", "C", "C", "C", "C", "C", "C", "C", "C", "C", "C", "H", "H", "H", "H", "H", "H", "H", "H", "H", "H"], "xyz": [[-2.02929, -1.39855, 1.67805], [-1.47072, -0.01260, 1.53424], [-2.22100, 1.08480, 1.84968], [-0.20622, 0.07495, 1.04472], [1.24873, 0.50297, 1.78142], [2.37483, -0.98998, 1.72896], [1.95327, 1.87500, 0.74756], [1.01884, 1.01170, 3.56718], [-3.03897, -1.34056, 2.10446], [-2.10068, -1.89770, 0.70041], [-1.39804, -2.00497, 2.34500], [-1.87460, 2.09113, 1.62099], [-3.08926, 0.84060, 2.46384], [3.32999, -0.74115, 2.21803], [1.94070, -1.85431, 2.25003], [2.58759, -1.28605, 0.69197], [2.87596, 2.25644, 1.20505], [2.19689, 1.51032, -0.25952], [1.24858, 2.70930, 0.64550], [2.00129, 1.29452, 3.97135], [0.34307, 1.87130, 3.67245], [0.62772, 0.18728, 4.18112], [-2.78146, 7.28175, 4.37705], [-3.12919, 6.15317, 3.68062], [-4.07350, 5.29739, 4.24361], [-4.42641, 4.16812, 3.52501], [-3.84369, 3.86808, 2.25663], [-4.20934, 2.62585, 1.63724], [-4.45310, 2.37744, 0.25826], [-5.21860, 1.21324, -0.07476], [-5.18374, 0.68288, -1.35246], [-4.41176, 1.30411, -2.34563], [-3.78691, 2.53068, -2.08307], [-3.88268, 3.11778, -0.82204], [-2.87666, 4.77034, 1.74312], [-2.55126, 5.93492, 2.43659], [-4.52403, 5.51209, 5.21109], [-5.17432, 3.47445, 3.92168], [-4.66121, 1.90656, 2.33300], [-5.79839, 0.73618, 0.72181], [-5.76363, -0.21153, -1.57399], [-4.35238, 0.86416, -3.33945], [-3.23759, 3.04638, -2.86961], [-3.50171, 4.12365, -0.64963], [-2.35656, 4.53714, 0.81138], [-1.85023, 6.65290, 2.01484]], "atomic_forces_ev_per_a": [[0.03, -0.05, 0.28], [-0.12, 0.98, 0.04], [1.18, -1.43, -0.02], [-1.01, -0.16, 0.08], [0.45, -0.24, 0.18], [-0.03, 0.04, -0.10], [0.06, 0.11, -0.10], [-0.27, 0.05, -0.06], [0.27, -0.11, -0.10], [0.18, 0.17, 0.26], [-0.15, 0.09, -0.29], [0.12, -0.31, 0.51], [0.34, 0.38, -0.29], [-0.24, -0.10, -0.15], [0.10, 0.20, -0.10], [-0.02, 0.04, 0.26], [-0.16, -0.04, -0.13], [-0.05, 0.10, 0.21], [0.13, -0.10, 0.03], [-0.22, -0.05, -0.08], [0.16, -0.17, 0.04], [0.09, 0.21, -0.15], [-0.40, -1.50, -0.93], [0.02, 1.20, 0.69], [-0.15, -0.15, -0.23], [0.26, -0.45, -0.14], [0.93, 0.11, 0.58], [-2.22, 1.21, -0.40], [-0.02, -0.52, -0.60], [0.68, 0.03, 0.21], [-0.27, 0.17, 0.11], [-0.12, 0.16, 0.37], [-0.18, 0.35, 0.35], [0.14, -0.47, 0.07], [-0.18, 0.25, 0.13], [0.06, -0.43, -0.41], [0.18, 0.03, -0.26], [0.30, 0.29, -0.01], [-0.02, 0.39, -0.45], [0.32, -0.02, -0.31], [0.19, 0.21, -0.02], [0.05, 0.08, 0.23], [-0.26, -0.10, 0.15], [0.03, -0.43, -0.18], [-0.10, 0.17, 0.47], [-0.09, -0.19, 0.26]]}

***

(2)
{"formula": "C19H24N2O3", "method": "wB97M-V/def2-TZVPD", "smiles": "CCOC(=O)C1(Cc2ccccc2)CCN(Cc2ccon2)CC1", "e_tot_ev": -29199.3076, "homo_ev": -8.4626, "lumo_energy_ev": 0.6, "elements": ["C", "C", "H", "H", "O", "C", "O", "C", "C", "C", "N", "C", "C", "H", "H", "H", "H", "C", "C", "N", "O", "C", "C", "H", "H", "H", "H", "H", "H", "H", "H", "C", "C", "C", "C", "C", "C", "C", "H", "H", "H", "H", "H", "H", "H", "H", "H", "H"], "xyz": [[2.23519, 4.07043, -0.08920], [2.07078, 2.88979, 0.74919], [3.00766, 2.53712, 1.08438], [1.38899, 3.17644, 1.60024], [1.20187, 1.73544, -0.12024], [0.92902, 0.66079, 0.70804], [1.29919, 0.39768, 1.93420], [0.21384, -0.22655, -0.34653], [-1.04585, 0.44316, -0.95586], [-2.01030, 0.69210, 0.19725], [-2.52748, -0.21524, 0.99377], [-1.42695, -0.93794, 1.50560], [-0.19075, -1.62263, 0.51413], [0.65712, -1.73041, 1.23375], [-0.58520, -2.25090, -0.15777], [-1.73240, -1.94028, 2.29293], [-0.87939, -0.47689, 2.37468], [-3.36151, -1.40345, 0.34142], [-4.55581, -0.63873, -0.08189], [-5.69023, -0.82558, 0.93042], [-6.76432, -0.22325, 0.19689], [-6.48364, 0.40897, -0.72908], [-5.06987, 0.13061, -1.09293], [-4.54831, 0.33128, -1.83501], [-7.11550, 1.03498, -1.66134], [-2.81061, -1.67702, -0.70317], [-3.46776, -2.39611, 0.91095], [-2.88951, 1.35568, -0.28895], [-1.71236, 1.42465, 1.02721], [-0.66403, 1.29780, -1.29730], [-1.40250, -0.14979, -1.65688], [1.18906, -0.71042, -1.46543], [2.58781, -1.05527, -0.76811], [2.76519, -2.52389, -0.38205], [3.97241, -2.81919, 0.19479], [5.05498, -1.61075, 0.35479], [4.82809, -0.51220, -0.29590], [3.58172, -0.14544, -0.40894], [3.40903, 0.88821, -1.01229], [5.47176, 0.34584, 0.05602], [6.04267, -2.16660, 0.91270], [4.02844, -3.69530, 0.76245], [1.91191, -3.18198, -0.43351], [1.30182, 0.01378, -1.99798], [0.66545, -1.45317, -1.96179], [1.40230, 4.42511, -0.54000], [2.84827, 3.63794, -0.99086], [2.86968, 4.69115, 0.39724]], "atomic_forces_ev_per_a": [[2.63, -4.42, -3.70], [-4.16, -0.81, 0.28], [0.65, -1.16, 0.28], [0.70, -1.03, -0.64], [2.60, 2.07, 5.03], [1.50, -0.52, 1.56], [-1.77, 2.06, -6.44], [-0.43, -4.20, 2.17], [2.10, -1.31, 6.46], [-1.68, 8.28, -3.47], [-2.02, -8.63, 2.45], [3.26, -5.52, 4.97], [-0.74, 8.09, 3.21], [-0.89, -0.97, -0.96], [-0.88, -3.11, -1.99], [0.05, 2.56, -2.62], [-0.38, 0.63, -1.46], [1.96, 1.81, -3.39], [-6.24, -1.81, 4.50], [2.77, 0.21, -4.16], [-3.73, -4.11, 9.64], [5.82, 5.21, -12.93], [-5.16, -1.47, 6.96], [4.08, 2.45, -7.05], [0.93, -2.01, 3.66], [-0.99, 0.26, 2.34], [-0.09, 2.26, -0.40], [1.50, -1.35, 0.95], [0.91, -0.20, -1.72], [0.72, 3.66, -1.76], [-1.89, -2.68, -3.45], [1.11, -4.94, 9.29], [-1.59, -3.37, 0.08], [1.05, 3.96, -0.31], [0.97, 4.72, 0.23], [0.95, -11.10, 2.01], [5.38, 3.59, 4.03], [-7.29, 3.19, -7.12], [0.24, -1.96, 2.04], [0.19, -0.84, -1.31], [-2.52, 2.55, -1.83], [0.85, -1.35, 0.54], [0.12, -0.25, -0.22], [1.62, 8.35, -6.67], [-0.33, -1.97, -0.93], [-2.73, 1.58, -0.73], [-0.74, 1.13, 1.22], [1.58, 2.52, 1.38]]}

***

(3)
{"formula": "C19H24N2O5S", "method": "wB97M-V/def2-TZVPD", "smiles": "COc1ccc(S(=O)(=O)N(C)CC(=O)NCCc2ccccc2)cc1OC", "e_tot_ev": -44144.7791, "homo_ev": -8.4505, "lumo_energy_ev": 0.7, "elements": ["C", "H", "O", "C", "C", "C", "C", "C", "C", "O", "C", "H", "H", "H", "H", "S", "O", "O", "N", "C", "H", "H", "H", "C", "H", "H", "C", "O", "N", "H", "C", "C", "C", "C", "C", "C", "C", "C", "H", "H", "H", "H", "H", "H", "H", "H", "H", "H", "H", "H", "H"], "xyz": [[4.48864, 1.47027, 2.01614], [5.23028, 2.23533, 1.79277], [3.30984, 1.88736, 1.36882], [2.20817, 1.10604, 1.46161], [2.13284, -0.08849, 2.16037], [0.94885, -0.81366, 2.19234], [-0.14883, -0.34126, 1.51459], [-0.10353, 0.84721, 0.80283], [1.06437, 1.58851, 0.77598], [1.21830, 2.77160, 0.13450], [0.08464, 3.36608, -0.45527], [-0.70263, 3.54715, 0.28245], [-0.32175, 2.75657, -1.26797], [0.43061, 4.31652, -0.85795], [-0.99116, 1.17259, 0.28819], [-1.66938, -1.27382, 1.57213], [-1.67623, -2.26125, 0.52153], [-1.86081, -1.75106, 2.91160], [-2.79489, -0.10223, 1.17497], [-3.20877, 0.71827, 2.28796], [-3.53673, 1.69072, 1.91948], [-2.34654, 0.84870, 2.93841], [-4.01357, 0.25414, 2.86698], [-3.78274, -0.39940, 0.15242], [-3.98999, -1.47372, 0.12886], [-4.70392, 0.14296, 0.37101], [-3.26780, 0.05027, -1.22604], [-3.68276, 1.04658, -1.78587], [-2.33985, -0.77680, -1.72577], [-1.98630, -1.51223, -1.11999], [-1.72516, -0.59551, -3.01938], [-0.28374, -0.08669, -2.93753], [0.66802, -0.92650, -2.12328], [1.85070, -0.34069, -1.68244], [2.77048, -1.06107, -0.94560], [2.51563, -2.38172, -0.61879], [1.34832, -2.97719, -1.05932], [0.43742, -2.26012, -1.81601], [-0.45198, -2.76094, -2.16334], [1.14082, -4.00832, -0.81685], [3.22655, -2.94488, -0.03226], [3.68838, -0.58817, -0.62817], [2.05570, 0.69269, -1.92475], [-0.29321, 0.92369, -2.52169], [0.10216, -0.00833, -3.95918], [-2.33158, 0.13732, -3.55900], [-1.75972, -1.54498, -3.56178], [0.87309, -1.73467, 2.74570], [2.99083, -0.46683, 2.69095], [4.83760, 0.50518, 1.63566], [4.35133, 1.40477, 3.09998]], "atomic_forces_ev_per_a": [[0.19, -0.06, 0.12], [-0.02, -0.09, 0.04], [-0.34, 0.01, -0.19], [-0.21, 0.14, -0.03], [0.04, 0.17, -0.03], [-0.11, -0.10, 0.05], [-0.49, -0.26, 0.13], [0.23, 0.43, -0.17], [0.06, -0.10, 0.22], [0.28, -0.20, 0.11], [-0.18, 0.09, -0.12], [0.02, -0.02, 0.00], [0.00, 0.00, 0.04], [-0.08, -0.06, 0.01], [-0.05, 0.17, -0.10], [0.02, 0.40, 0.02], [-0.13, 0.01, -0.01], [0.05, 0.20, 0.02], [0.68, -0.81, 0.24], [-0.04, 0.23, 0.37], [0.05, -0.01, 0.01], [-0.09, 0.21, 0.15], [0.04, 0.03, 0.00], [-0.01, -0.24, -0.54], [-0.15, 0.11, -0.03], [0.17, -0.03, 0.01], [-0.35, -0.24, 0.36], [-0.16, 0.37, -0.09], [0.39, -0.40, -0.16], [-0.17, 0.12, -0.15], [0.15, 0.28, -0.17], [-0.24, -0.10, -0.09], [0.01, 0.03, -0.10], [0.05, -0.11, -0.02], [0.06, 0.05, -0.08], [0.03, -0.13, -0.02], [0.08, -0.12, 0.03], [0.06, 0.12, -0.06], [-0.17, -0.05, -0.03], [-0.02, -0.11, 0.04], [0.06, -0.06, 0.06], [0.08, 0.06, 0.06], [-0.01, 0.16, -0.01], [-0.01, 0.02, -0.05], [-0.02, 0.08, 0.01], [0.09, -0.18, 0.00], [-0.04, 0.08, -0.01], [0.09, -0.12, 0.13], [0.12, -0.01, 0.04], [-0.02, 0.02, 0.02], [-0.01, -0.01, -0.04]]}

***

(4)
{"formula": "C19H24N2S", "method": "wB97M-V/def2-TZVPD", "smiles": "Cc1ccc(NC(=S)N[C@H](C)CCc2ccccc2)cc1C", "e_tot_ev": -33909.2513, "homo_ev": -7.9896, "lumo_energy_ev": 0.6, "elements": ["C", "C", "C", "C", "C", "C", "C", "C", "H", "H", "H", "H", "N", "C", "N", "H", "C", "C", "H", "H", "C", "C", "C", "C", "C", "C", "C", "H", "H", "H", "H", "H", "H", "H", "C", "H", "H", "H", "H", "S", "H", "H", "H", "H", "H", "H"], "xyz": [[5.40394, 2.31919, 0.45960], [4.40429, 1.22678, 0.68147], [4.02497, 0.87000, 1.96855], [3.09859, -0.12733, 2.19753], [2.52199, -0.80204, 1.12443], [2.92562, -0.47369, -0.16780], [3.84959, 0.53415, -0.39865], [4.25430, 0.86341, -1.80281], [3.73261, 0.23050, -2.51614], [4.02919, 1.90467, -2.03191], [5.32628, 0.72199, -1.93455], [2.55029, -1.04022, -1.00697], [1.59921, -1.81633, 1.39134], [0.53663, -2.25221, 0.65973], [0.15884, -1.53326, -0.41188], [0.52673, -0.59726, -0.50672], [-0.98465, -1.86734, -1.23370], [-2.29469, -1.33914, -0.62773], [-2.45375, -1.84690, 0.32553], [-3.11765, -1.61295, -1.28985], [-2.31615, 0.17531, -0.39082], [-3.64530, 0.57483, 0.18423], [-4.67121, 1.01503, -0.64130], [-5.90871, 1.34238, -0.11615], [-6.13670, 1.22972, 1.24433], [-5.12097, 0.78907, 2.07561], [-3.88466, 0.46356, 1.54791], [-3.09483, 0.11852, 2.20024], [-5.29319, 0.69806, 3.13819], [-7.10255, 1.48401, 1.65541], [-6.69709, 1.68544, -0.77048], [-4.49852, 1.10437, -1.70496], [-2.15301, 0.70334, -1.33198], [-1.51956, 0.44722, 0.30616], [-0.73197, -1.36265, -2.64983], [-0.58028, -0.28536, -2.65931], [-1.57977, -1.60019, -3.28570], [0.15383, -1.83831, -3.06450], [-1.04720, -2.96185, -1.24340], [-0.23897, -3.63171, 1.14633], [1.71199, -2.30556, 2.26911], [2.81755, -0.38982, 3.20679], [4.46249, 1.38572, 2.81109], [6.28191, 1.93707, -0.06047], [5.72285, 2.74629, 1.40663], [4.97774, 3.11350, -0.15260]], "atomic_forces_ev_per_a": [[-0.04, -0.04, -0.03], [-0.03, -0.04, 0.05], [0.02, -0.06, -0.12], [-0.15, -0.11, -0.10], [0.26, 0.43, -0.08], [0.00, -0.07, 0.08], [-0.04, 0.03, 0.15], [0.01, -0.01, 0.05], [-0.01, -0.01, -0.07], [0.02, 0.07, -0.09], [0.08, 0.02, -0.09], [-0.03, -0.04, -0.07], [0.06, -0.07, 0.23], [-0.08, -0.01, 0.02], [0.37, 0.22, 0.24], [0.08, -0.08, -0.01], [-0.46, -0.19, -0.23], [0.35, 0.02, -0.02], [-0.05, -0.04, -0.03], [-0.07, -0.04, -0.01], [-0.13, -0.29, -0.05], [0.11, 0.14, -0.03], [0.03, 0.00, 0.01], [-0.10, 0.02, -0.04], [-0.11, 0.03, 0.03], [-0.03, -0.02, 0.09], [0.01, 0.01, -0.02], [0.10, -0.04, 0.07], [-0.01, 0.00, 0.08], [-0.07, 0.02, 0.03], [-0.06, 0.03, -0.05], [0.04, 0.01, -0.11], [0.06, 0.09, 0.02], [0.02, 0.05, -0.04], [0.02, -0.13, 0.25], [0.01, 0.16, -0.08], [-0.10, 0.03, -0.09], [0.08, -0.02, -0.06], [0.04, 0.23, -0.01], [-0.27, -0.56, 0.23], [-0.11, -0.02, -0.23], [-0.07, -0.01, 0.11], [0.05, 0.06, 0.08], [0.11, 0.06, -0.04], [0.05, 0.06, 0.03], [0.05, 0.11, -0.05]]}

***

(5)
{"formula": "C19H24N4O6S", "method": "wB97M-V/def2-TZVPD", "smiles": "CCOC(=O)[C@@H](CC)Sc1nc(N)c(NC(=O)c2ccc(OC)c(OC)c2)c(=O)[nH]1", "e_tot_ev": -49174.3839, "homo_ev": -7.6499, "lumo_energy_ev": 0.5, "elements": ["C", "C", "H", "H", "O", "C", "O", "C", "C", "C", "H", "H", "H", "H", "H", "H", "S", "C", "N", "C", "N", "H", "H", "C", "C", "O", "N", "H", "N", "C", "O", "C", "C", "C", "C", "C", "C", "H", "O", "C", "H", "H", "H", "O", "C", "H", "H", "H", "H", "H", "H", "H", "H", "H"], "xyz": [[-3.10513, 0.00232, 3.27867], [-4.24567, 0.85333, 2.74342], [-3.88912, 1.83659, 2.42233], [-5.02175, 0.97907, 3.50516], [-4.87184, 0.20766, 1.63230], [-4.87840, 0.83822, 0.45539], [-4.52398, 1.97439, 0.27323], [-5.68681, 0.02663, -0.55721], [-5.79674, 0.68485, -1.93032], [-4.48980, 0.75091, -2.70775], [-3.74400, 1.30076, -2.14270], [-4.65439, 1.25775, -3.65534], [-4.10987, -0.24694, -2.91658], [-6.54191, 0.13853, -2.51303], [-6.16479, 1.69993, -1.76563], [-6.69014, -0.07627, -0.12850], [-5.10049, -1.70335, -0.64110], [-3.38571, -1.45158, -0.45891], [-2.97324, -0.25568, -0.23400], [-1.64522, 0.01114, -0.07113], [-1.35635, 1.27633, 0.26447], [-2.10930, 1.94144, 0.18222], [-0.38067, 1.56994, 0.14133], [-0.72282, -1.02292, -0.19272], [-1.17429, -2.36784, -0.41213], [-0.44255, -3.34639, -0.47802], [-2.56030, -2.51402, -0.54407], [-2.91575, -3.44802, -0.70645], [0.67485, -0.96526, -0.07478], [1.56145, 0.05173, -0.07849], [1.25683, 1.23776, -0.20619], [2.97788, -0.36135, 0.06961], [3.39319, -1.57796, 0.59948], [4.74160, -1.84407, 0.70119], [5.71640, -0.93628, 0.28731], [5.30040, 0.30454, -0.23872], [3.94294, 0.56216, -0.32934], [3.58303, 1.50068, -0.71878], [6.25687, 1.20299, -0.63668], [5.84029, 2.44554, -1.14892], [5.24655, 2.32723, -2.06052], [5.26623, 3.01407, -0.41111], [6.75851, 2.98218, -1.38390], [6.98695, -1.38045, 0.45872], [8.10493, -0.60100, 0.09481], [8.96954, -1.21714, 0.34163], [8.11078, -0.37663, -0.97346], [8.14901, 0.33170, 0.66023], [5.08872, -2.77866, 1.11240], [2.68999, -2.31312, 0.95940], [1.04382, -1.91371, -0.10485], [-2.31484, -0.08499, 2.53823], [-3.46671, -0.99240, 3.52693], [-2.69818, 0.46561, 4.17283]], "atomic_forces_ev_per_a": [[-0.35, 0.06, -0.30], [0.32, 0.31, 0.32], [-0.11, -0.15, 0.12], [0.09, 0.04, -0.13], [-0.17, -0.21, 0.13], [-0.61, 0.38, 0.13], [-0.13, 0.21, -0.02], [0.20, -0.18, -0.14], [0.22, 0.02, 0.06], [-0.13, 0.10, 0.04], [0.08, 0.04, -0.05], [0.01, 0.02, -0.11], [0.07, -0.06, -0.06], [-0.05, 0.05, 0.06], [-0.09, -0.04, 0.00], [0.13, -0.02, 0.04], [-0.39, -0.26, -0.03], [0.17, 0.43, 0.05], [0.14, -0.42, -0.23], [0.43, -0.65, 0.02], [0.07, 0.26, -0.01], [-0.08, -0.02, 0.00], [-0.22, -0.02, 0.06], [-0.44, 0.30, -0.14], [-0.06, 0.35, 0.00], [0.13, -0.20, -0.01], [-0.10, -0.09, -0.01], [0.12, 0.10, 0.02], [0.28, -0.51, 0.14], [-0.28, -0.04, -0.02], [0.20, 0.03, -0.11], [0.48, 0.01, 0.06], [-0.06, 0.22, -0.11], [0.23, 0.13, -0.09], [-0.17, -0.11, 0.06], [0.09, 0.01, -0.01], [-0.11, -0.03, 0.00], [0.02, 0.09, -0.02], [-0.05, -0.45, 0.19], [-0.06, 0.20, -0.09], [0.00, 0.01, 0.04], [0.00, -0.02, -0.04], [-0.10, 0.01, 0.00], [-0.39, -0.06, 0.04], [0.50, 0.19, -0.09], [-0.05, 0.06, -0.02], [0.02, -0.02, 0.10], [0.01, -0.09, -0.05], [0.05, -0.10, 0.05], [-0.07, -0.07, 0.04], [0.04, 0.24, 0.01], [0.11, 0.00, -0.02], [0.01, -0.11, 0.08], [0.07, 0.04, 0.11]]}

***

Gap between HOMO and LUMO values (in eV) by entry order: 5.9598; 9.0791; 9.1032; 8.6059; 8.1774.
Energy relative to the best compared isomer or geometry (same formula, charge and spin) values (in kcal per mole) by entry order: 19.88; 423.58; 68.34; 1.27; 12.68.
Max |F| values (in eV Å⁻¹) by entry order: 2.6; 15.1; 1.1; 0.7; 0.8.